A structure of composition C8H18Cl2MnO2PS in a non-equilibrium geometry, computed with ωB97M-V/def2-TZVPD.

```
33
Properties=species:S:1:pos:R:3
C -2.79187 2.84891 1.45034
C -1.65376 1.99320 1.22522
H -2.46757 3.68952 2.05455
H -3.58417 2.32013 1.96656
H -3.15830 3.27887 0.52657
O -0.49218 1.87264 1.41303
Cl -3.02283 -0.13305 -0.44248
Mn -0.75038 -0.33012 0.02743
P 0.90331 0.65376 -1.52913
C 2.58034 1.19860 -1.07857
C 1.27168 -0.22624 -3.08983
H -0.91797 1.90112 -2.49358
H 0.68559 2.60429 -2.90143
H -0.04299 2.87982 -1.27258
C 0.07306 2.16488 -2.09917
H 0.33612 -0.62220 -3.49608
H 1.74997 0.45438 -3.81374
H 2.98737 1.85416 -1.86412
H 3.22302 0.31066 -0.98460
H 1.93629 -1.06845 -2.86631
H 2.57542 1.72636 -0.11721
C 0.85204 0.03916 1.07188
O 1.63134 0.36585 1.91424
Cl -0.80007 -1.97805 -1.65488
C 0.14405 -2.29010 3.07332
S -0.97471 -2.29643 1.66606
C -0.40140 -3.84931 0.90493
H 0.36830 -1.26632 3.38499
H 1.06535 -2.83608 2.83540
H -0.40076 -2.80227 3.87643
H 0.63080 -4.04926 1.20188
H -1.06862 -4.63027 1.29347
H -0.48646 -3.77817 -0.18258
```

- net charge = +2
- multiplicity = 5
- LUMO (alpha / beta) (Eh) = -0.3676 / -0.3733
- <S²> = 6.27
- E (eV) = -89154.0673
- Kohn-Sham gap (alpha / beta) (eV) = 5.995 / 6.176
- E_HOMO (alpha / beta) (eV) = -16.00 / -16.33

Results of the natural (NBO) charge analysis, in e, for atoms 1 through 2: atom 1 (C): -0.79, atom 2 (C): 0.94